No. 1
ORCA calculation (ωB97M-V with the def2-TZVPD basis set) on a structure of composition C6H6 at a distorted geometry.

Geometry (Å):
C  1.180  -0.867  -0.295
C  -0.192  -0.478  0.492
C  0.235  0.841  0.583
C  -1.015  1.365  -0.263
C  1.577  0.400  -0.053
C  -1.692  0.097  -0.213
H  1.518  -1.762  -0.855
H  -0.370  -0.983  1.471
H  0.382  1.492  1.436
H  -1.186  2.469  -0.364
H  2.463  1.026  -0.287
H  -2.432  -0.453  -0.763

Values from the calculation:
- E_HOMO (eV) = -9.366
- energy relative to the best compared isomer or geometry (same formula, charge and spin) (eV) = 5.592
- orbital gap (eV) = 10.47
- total charge = 0
- LUMO level (eV) = 1.107

Results of the Löwdin charge analysis, in e, for atoms 1 through 2: C 0.0167; C -0.2487

No. 2
ORCA calculation (ωB97M-V with the def2-TZVPD basis set) on the molecule C4H5FN2 at a distorted geometry.

Geometry (Å):
C  -0.152  -1.571  0.283
C  -2.218  0.491  -0.481
C  0.276  -0.266  -0.339
C  -0.753  0.846  -0.063
N  -1.401  -1.718  0.126
N  -2.484  -1.639  -0.282
F  -2.974  1.232  0.354
H  0.354  -2.004  1.185
H  1.153  -0.124  0.101
H  0.326  -0.523  -1.384
H  -0.569  1.729  -0.668
H  -0.791  1.074  1.052

Values from the calculation:
- E_HOMO (spin up / spin down) (eV) = -7.051 / -8.536
- energy relative to the best compared isomer or geometry (same formula, charge and spin) (eV) = 2.363
- orbital gap (spin up / spin down) (eV) = 7.89 / 7.26
- spin multiplicity = 3
- total charge = 0
- LUMO level (spin up / spin down) (eV) = 0.842 / -1.277

Results of the Löwdin charge analysis, in e, for atoms 1 through 2: C -0.1499; C -0.0446

No. 3
ORCA calculation (ωB97M-V with the def2-TZVPD basis set) on a cluster of 19 separate species, C32H32Br2Cl54NO7PS in total at a distorted geometry.

Geometry (Å):
C  -3.230  0.470  4.566
C  -3.326  0.270  2.959
Br  -5.096  0.550  2.168
C  -2.195  -0.111  2.170
Br  -0.551  -0.396  3.293
C  -2.164  -0.346  0.605
P  -2.705  -2.198  0.476
O  -2.755  -2.702  -1.173
O  -4.337  -2.415  1.017
S  -1.638  -3.382  1.602
O  -3.165  0.261  -0.279
C  -2.772  0.431  -1.633
O  -3.414  0.851  -2.604
O  -1.367  0.042  -1.648
C  -0.902  0.133  -0.274
C  0.584  -0.330  -0.006
C  0.876  -1.903  -0.215
C  0.385  -2.742  -1.419
C  0.714  -4.250  -1.619
C  1.609  -5.016  -0.582
C  2.103  -4.191  0.638
C  1.763  -2.666  0.840
C  2.409  -1.982  2.136
O  -0.848  1.578  0.080
N  -0.269  2.293  -0.922
O  -0.164  3.417  -0.503
H  -3.162  -0.522  5.124
H  -4.191  1.022  4.897
H  -2.369  1.181  4.832
H  -2.461  -3.648  -1.211
H  -4.265  -2.295  2.003
H  1.233  0.176  -0.827
H  1.053  0.058  0.976
H  -0.265  -2.238  -2.223
H  0.342  -4.835  -2.521
H  1.911  -6.116  -0.693
H  2.776  -4.737  1.388
H  1.777  -2.249  3.047
H  2.616  -0.862  2.016
H  3.447  -2.476  2.270
C  2.215  5.462  -0.930
Cl  1.925  7.090  -0.301
Cl  3.353  5.512  -2.285
Cl  2.819  4.399  0.351
H  1.270  5.060  -1.290
C  -6.106  -0.689  -3.861
Cl  -7.152  -0.934  -2.454
Cl  -5.711  -2.239  -4.618
Cl  -6.875  0.395  -5.029
H  -5.180  -0.227  -3.524
C  -3.162  4.382  2.323
Cl  -4.882  4.640  1.995
Cl  -2.900  4.026  4.037
Cl  -2.519  3.078  1.316
H  -2.624  5.297  2.079
C  7.209  6.980  -1.113
Cl  6.798  7.544  -2.739
Cl  5.778  6.337  -0.297
Cl  8.483  5.753  -1.183
H  7.580  7.828  -0.540
C  -5.676  -5.885  1.975
Cl  -6.022  -4.285  2.650
Cl  -4.436  -5.771  0.722
Cl  -5.174  -7.002  3.252
H  -6.588  -6.270  1.521
C  0.317  4.187  6.605
Cl  -0.273  2.909  5.534
Cl  -1.002  5.268  7.075
Cl  1.098  3.499  8.035
H  1.058  4.767  6.061
C  -3.975  -7.205  7.083
Cl  -4.522  -8.468  5.971
Cl  -5.318  -6.143  7.528
Cl  -3.244  -7.921  8.527
H  -3.219  -6.608  6.577
C  8.474  2.046  0.312
Cl  6.741  2.321  0.084
Cl  8.838  1.747  2.018
Cl  9.023  0.695  -0.689
H  9.006  2.943  0.000
C  7.742  7.646  2.792
Cl  8.739  8.615  1.695
Cl  6.165  8.407  3.034
Cl  7.541  6.000  2.171
H  8.249  7.589  3.754
C  10.555  0.127  -4.649
Cl  9.899  -1.173  -5.652
Cl  9.269  1.232  -4.144
Cl  11.393  -0.538  -3.238
H  11.276  0.688  -5.242
C  -8.060  -8.277  -0.528
Cl  -8.409  -6.678  0.148
Cl  -6.819  -8.162  -1.782
Cl  -7.555  -9.394  0.747
H  -8.971  -8.663  -0.982
C  -3.201  4.750  -2.110
Cl  -4.446  4.575  -3.354
Cl  -1.647  5.178  -2.842
Cl  -3.681  5.963  -0.915
H  -3.089  3.794  -1.602
C  -5.767  7.364  -5.332
Cl  -7.016  7.176  -6.571
Cl  -4.217  7.795  -6.069
Cl  -6.249  8.580  -4.141
H  -5.650  6.410  -4.821
C  4.154  6.269  6.154
Cl  5.637  6.179  5.196
Cl  2.737  6.202  5.095
Cl  4.102  4.964  7.349
H  4.141  7.221  6.683
C  -10.130  2.776  -3.775
Cl  -9.065  4.077  -4.330
Cl  -10.937  2.006  -5.149
Cl  -9.217  1.583  -2.840
H  -10.891  3.209  -3.129
C  -3.292  -9.928  -2.201
Cl  -4.508  -10.079  -3.478
Cl  -1.721  -9.492  -2.888
Cl  -3.798  -8.735  -0.996
H  -3.194  -10.893  -1.707
C  4.777  -3.962  -3.355
Cl  3.687  -4.241  -1.986
Cl  5.180  -5.491  -4.151
Cl  4.049  -2.834  -4.508
H  5.697  -3.519  -2.978
C  10.700  -5.479  -4.959
Cl  10.414  -5.432  -6.704
Cl  11.440  -3.968  -4.410
Cl  9.189  -5.783  -4.089
H  11.387  -6.295  -4.746

Values from the calculation:
- E_HOMO (eV) = -8.402
- energy relative to the best compared isomer or geometry (same formula, charge and spin) (eV) = 0.000
- orbital gap (eV) = 7.69
- total charge = 0
- LUMO level (eV) = -0.707

Results of the Löwdin charge analysis, in e, for atoms 1 through 2: C -0.1752; C -0.6695

No. 4
ORCA calculation (ωB97M-V with the def2-TZVPD basis set) on a structure of composition C15H18ClN3OTc at a distorted geometry.

Geometry (Å):
Tc  1.302  -1.088  -0.427
O  2.789  -0.374  0.417
C  3.512  -0.607  1.547
C  4.527  0.285  1.848
C  5.299  0.084  2.977
C  5.063  -1.008  3.807
C  4.051  -1.891  3.501
C  3.256  -1.705  2.364
C  2.189  -2.619  2.037
N  1.361  -2.552  0.975
C  0.452  -3.607  1.063
C  0.742  -4.312  2.170
N  1.821  -3.683  2.757
H  4.698  1.127  1.191
H  6.091  0.781  3.212
H  5.668  -1.165  4.688
H  3.884  -2.734  4.159
H  -0.319  -3.771  0.329
H  0.291  -5.195  2.588
H  2.265  -3.982  3.612
Cl  -0.631  0.113  1.517
C  -0.242  0.209  -0.170
H  0.138  1.198  -0.438
H  -1.068  -0.096  -0.815
C  0.097  -1.917  -5.724
C  0.599  -0.579  -5.146
C  -0.419  0.552  -5.389
C  1.985  -0.214  -5.714
C  0.747  -0.746  -3.708
N  0.874  -0.878  -2.570
H  -0.015  -1.791  -6.800
H  -0.874  -2.193  -5.312
H  0.810  -2.722  -5.547
H  -0.529  0.675  -6.465
H  -0.073  1.497  -4.972
H  -1.396  0.307  -4.974
H  1.877  -0.087  -6.791
H  2.712  -1.005  -5.535
H  2.355  0.722  -5.297

Values from the calculation:
- E_HOMO (spin up / spin down) (eV) = -15.002 / -15.079
- energy relative to the best compared isomer or geometry (same formula, charge and spin) (eV) = 0.172
- orbital gap (spin up / spin down) (eV) = 6.69 / 6.37
- spin multiplicity = 4
- total charge = +2
- LUMO level (spin up / spin down) (eV) = -8.316 / -8.708

Results of the Löwdin charge analysis, in e, for atoms 1 through 2: Tc 1.5762; O -0.2318

No. 5
ORCA calculation (ωB97M-V with the def2-TZVPD basis set) on the molecule H3N3O4 at a distorted geometry.

Geometry (Å):
N  -0.251  1.128  -0.319
N  -0.975  0.040  -0.799
N  -2.370  -0.152  0.034
O  -2.540  0.831  0.679
O  -2.937  -1.169  -0.198
O  0.057  -1.491  0.619
O  -0.263  -1.033  -0.728
H  -0.497  1.981  -0.726
H  -0.370  1.098  0.650
H  -0.176  -2.394  0.580

Values from the calculation:
- E_HOMO (eV) = -10.492
- energy relative to the best compared isomer or geometry (same formula, charge and spin) (eV) = 0.000
- orbital gap (eV) = 10.63
- total charge = 0
- LUMO level (eV) = 0.138

Results of the Löwdin charge analysis, in e, for atoms 1 through 2: N 0.1058; N -0.1366

No. 6
ORCA calculation (ωB97M-V with the def2-TZVPD basis set) on a cluster of 12 separate species, C76H170F30N5P7 in total at a distorted geometry.

Geometry (Å):
C  -7.100  -1.990  -3.605
C  -6.495  -3.222  -2.924
C  -5.980  -3.150  -1.505
C  -6.821  -2.105  -0.720
P  -6.656  -1.977  1.106
C  -4.923  -1.623  1.653
C  -4.888  -1.408  3.150
C  -3.604  -0.996  3.751
C  -3.553  -0.563  5.215
C  -7.194  -3.595  1.844
C  -8.596  -4.030  1.433
C  -9.011  -5.371  1.898
C  -9.200  -5.439  3.423
C  -7.692  -0.496  1.654
C  -7.250  0.951  1.374
C  -8.257  1.995  1.976
C  -9.663  1.800  1.560
H  -7.928  -1.621  -3.000
H  -7.366  -2.262  -4.627
H  -6.296  -1.267  -3.745
H  -5.566  -3.524  -3.407
H  -7.238  -4.020  -2.941
H  -4.899  -3.045  -1.417
H  -6.089  -4.086  -0.957
H  -7.900  -2.213  -0.834
H  -6.458  -1.147  -1.093
H  -4.571  -0.674  1.249
H  -4.282  -2.474  1.419
H  -5.154  -2.392  3.538
H  -5.629  -0.638  3.362
H  -3.345  -0.090  3.205
H  -2.797  -1.655  3.432
H  -3.673  -1.418  5.880
H  -4.233  0.235  5.511
H  -2.525  -0.316  5.483
H  -6.835  -3.456  2.864
H  -6.503  -4.335  1.440
H  -8.671  -4.114  0.349
H  -9.379  -3.411  1.872
H  -8.313  -6.107  1.500
H  -9.957  -5.565  1.392
H  -9.485  -6.452  3.706
H  -9.772  -4.656  3.920
H  -8.198  -5.378  3.849
H  -7.872  -0.632  2.720
H  -8.592  -0.776  1.106
H  -7.325  1.015  0.288
H  -6.256  1.201  1.746
H  -8.021  2.959  1.526
H  -8.044  2.149  3.034
H  -10.229  2.637  1.968
H  -10.000  0.880  2.036
H  -9.892  1.694  0.499
C  9.076  1.871  2.671
C  9.421  0.436  2.311
C  9.555  0.144  0.828
C  8.257  0.559  0.189
P  7.919  -0.185  -1.505
C  7.117  -1.830  -1.341
C  6.754  -2.543  -2.676
C  6.050  -3.872  -2.557
C  6.968  -5.060  -2.332
C  6.860  0.841  -2.432
C  5.523  1.149  -1.715
C  4.412  1.845  -2.687
C  4.957  3.014  -3.531
C  9.494  -0.388  -2.436
C  10.164  -1.723  -2.163
C  11.269  -1.929  -3.216
C  10.808  -2.458  -4.528
H  9.093  2.037  3.748
H  8.081  2.207  2.380
H  9.757  2.505  2.104
H  8.612  -0.076  2.833
H  10.316  0.154  2.867
H  9.698  -0.934  0.767
H  10.350  0.647  0.278
H  8.157  1.625  -0.018
H  7.441  0.258  0.846
H  6.319  -1.685  -0.612
H  7.797  -2.445  -0.752
H  7.608  -2.611  -3.350
H  6.064  -1.775  -3.026
H  5.501  -3.926  -3.496
H  5.367  -3.850  -1.708
H  7.251  -5.306  -1.308
H  7.902  -4.884  -2.865
H  6.641  -6.041  -2.674
H  6.725  0.227  -3.322
H  7.499  1.680  -2.706
H  5.690  1.722  -0.803
H  4.879  0.376  -1.295
H  3.724  2.236  -1.937
H  3.871  1.052  -3.204
H  5.396  3.744  -2.850
H  4.129  3.548  -3.997
H  5.663  2.719  -4.307
H  10.026  0.547  -2.264
H  9.183  -0.320  -3.479
H  9.487  -2.574  -2.091
H  10.625  -1.748  -1.176
H  11.957  -2.648  -2.771
H  11.753  -0.973  -3.416
H  10.411  -3.464  -4.388
H  11.565  -2.556  -5.305
H  10.054  -1.874  -5.056
C  -1.638  6.316  -1.850
C  -1.887  5.477  -0.588
C  -3.139  5.976  0.189
C  -4.466  5.539  -0.424
N  -5.685  6.370  -0.018
C  -6.956  5.864  -0.709
C  -7.992  6.975  -0.607
C  -7.193  8.294  -0.425
C  -5.708  7.869  -0.453
C  -5.918  6.200  1.508
H  -0.659  6.108  -2.281
H  -1.585  7.387  -1.654
H  -2.376  6.062  -2.611
H  -0.989  5.530  0.027
H  -2.087  4.410  -0.683
H  -3.158  7.066  0.159
H  -3.122  5.680  1.238
H  -4.707  4.504  -0.182
H  -4.418  5.594  -1.512
H  -7.240  4.848  -0.435
H  -6.632  5.699  -1.736
H  -8.656  6.802  0.240
H  -8.463  7.120  -1.579
H  -7.555  8.804  0.468
H  -7.338  9.004  -1.239
H  -4.932  8.475  0.013
H  -5.342  7.838  -1.479
H  -5.736  5.134  1.647
H  -6.936  6.451  1.805
H  -5.172  6.717  2.112
C  1.555  -8.018  -2.192
C  1.841  -6.560  -2.415
C  2.749  -6.046  -1.331
C  2.236  -6.041  0.076
N  3.023  -4.981  0.981
C  2.669  -5.029  2.498
C  3.861  -4.385  3.226
C  5.036  -4.587  2.364
C  4.557  -5.335  1.143
C  2.732  -3.520  0.515
H  2.527  -8.511  -2.170
H  0.926  -8.502  -2.939
H  1.033  -8.272  -1.269
H  0.835  -6.149  -2.327
H  2.271  -6.176  -3.340
H  3.132  -5.121  -1.760
H  3.655  -6.652  -1.335
H  2.362  -6.952  0.661
H  1.214  -5.679  0.191
H  1.749  -4.460  2.635
H  2.529  -6.072  2.780
H  3.678  -3.313  3.301
H  3.998  -4.853  4.200
H  5.496  -3.669  1.997
H  5.852  -5.135  2.834
H  5.018  -5.113  0.180
H  4.629  -6.395  1.385
H  1.685  -3.420  0.229
H  3.250  -3.289  -0.416
H  3.190  -2.760  1.148
C  -1.830  3.228  -5.584
C  -1.758  1.783  -6.100
C  -2.042  0.602  -5.150
C  -1.291  -0.710  -5.510
N  -2.033  -1.956  -5.160
C  -1.126  -3.167  -5.558
C  -2.026  -4.433  -5.863
C  -3.340  -3.843  -6.188
C  -3.259  -2.314  -6.098
C  -2.382  -2.179  -3.658
H  -1.057  3.591  -4.907
H  -2.735  3.575  -5.087
H  -1.677  3.813  -6.492
H  -0.813  1.740  -6.642
H  -2.511  1.729  -6.886
H  -3.120  0.478  -5.042
H  -1.773  0.838  -4.120
H  -0.258  -0.833  -5.186
H  -1.079  -0.793  -6.576
H  -0.376  -3.373  -4.795
H  -0.507  -2.957  -6.431
H  -2.105  -5.054  -4.970
H  -1.680  -5.101  -6.651
H  -4.103  -4.255  -5.529
H  -3.658  -4.041  -7.212
H  -4.141  -1.868  -5.637
H  -3.033  -1.858  -7.061
H  -2.687  -3.216  -3.518
H  -3.193  -1.450  -3.638
H  -1.595  -1.902  -2.956
C  6.864  3.632  5.690
C  5.888  2.645  5.058
C  4.444  2.792  5.601
C  3.584  3.956  5.033
N  2.199  3.946  5.691
C  1.401  5.169  5.129
C  0.391  5.618  6.210
C  0.838  4.824  7.450
C  2.242  4.277  7.198
C  1.469  2.561  5.416
H  7.914  3.383  5.536
H  6.772  3.632  6.776
H  6.685  4.694  5.522
H  6.283  1.648  5.256
H  5.888  2.774  3.976
H  4.456  2.690  6.686
H  3.876  1.905  5.320
H  3.456  3.926  3.951
H  4.133  4.883  5.191
H  0.945  5.089  4.143
H  2.093  5.991  4.943
H  -0.602  5.351  5.847
H  0.467  6.698  6.334
H  0.139  4.074  7.821
H  0.991  5.494  8.296
H  2.367  3.345  7.749
H  3.115  4.924  7.290
H  1.809  2.201  4.445
H  0.411  2.821  5.410
H  1.728  1.896  6.240
C  0.597  3.080  -2.497
C  0.071  2.539  -1.214
C  0.378  1.071  -1.002
N  -0.217  0.460  0.311
C  -1.790  0.292  0.226
C  0.149  1.248  1.582
C  0.119  0.213  2.664
C  0.426  -1.166  1.944
C  0.381  -0.917  0.481
H  1.649  2.810  -2.593
H  0.546  4.157  -2.657
H  0.077  2.519  -3.274
H  -0.990  2.753  -1.082
H  0.694  3.031  -0.468
H  1.465  0.986  -0.991
H  -0.006  0.352  -1.726
H  -2.350  1.226  0.287
H  -2.161  -0.484  0.894
H  -1.956  -0.055  -0.794
H  -0.537  2.083  1.722
H  1.185  1.554  1.431
H  -0.846  0.239  3.171
H  0.851  0.461  3.433
H  -0.216  -1.932  2.378
H  1.411  -1.478  2.291
H  -0.245  -1.594  -0.099
H  1.397  -0.986  0.091
P  -3.011  3.257  3.708
F  -2.033  2.119  4.437
F  -2.579  4.272  4.935
F  -1.755  3.810  2.758
F  -3.906  4.438  3.096
F  -3.566  2.228  2.597
F  -4.174  2.851  4.738
P  2.205  -1.742  -3.380
F  3.620  -1.406  -4.089
F  2.883  -1.356  -1.931
F  1.651  -0.155  -3.279
F  0.892  -2.327  -2.610
F  1.619  -1.973  -4.881
F  2.834  -3.226  -3.274
P  -1.768  -4.361  -0.164
F  -1.015  -4.015  1.240
F  -3.134  -4.714  0.681
F  -2.311  -2.821  -0.102
F  -2.698  -4.602  -1.468
F  -0.599  -4.005  -1.195
F  -1.347  -5.924  -0.120
P  4.355  0.091  2.154
F  3.365  1.136  2.767
F  5.431  0.270  3.320
F  3.607  -1.025  3.069
F  5.206  -0.991  1.331
F  3.229  -0.095  1.041
F  5.111  1.315  1.326
P  -5.100  1.906  -2.080
F  -5.207  2.620  -3.547
F  -4.303  0.717  -2.786
F  -3.677  2.643  -1.792
F  -5.047  0.917  -0.790
F  -5.971  3.077  -1.342
F  -6.579  1.298  -2.355

Values from the calculation:
- E_HOMO (spin up / spin down) (eV) = -14.995 / -14.995
- orbital gap (spin up / spin down) (eV) = 10.23 / 2.21
- spin multiplicity = 2
- total charge = +3
- LUMO level (spin up / spin down) (eV) = -4.763 / -12.782

Results of the Löwdin charge analysis, in e, for atoms 1 through 2: C -0.0794; C -0.2474

> Which of these has the highest total charge?

C76H170F30N5P7